# 1
The following is a quantum chemistry calculation of the molecule C2H3NO2, from the Open Molecules 2025 dataset.

XYZ file:
```
8
Properties=species:S:1:pos:R:3:forces:R:3:lowdin_charge:R:1
N -0.47642 -0.84607 1.21739 -1.7 0.7 -3.6 0.109
C -0.69642 0.30854 -0.48615 0.5 -1.3 2.4 -0.030
O 0.84004 -0.78736 0.69454 2.0 0.1 0.3 -0.130
H -1.21060 1.23007 -0.72869 -0.7 -0.5 0.1 0.128
O -0.12713 -0.56607 -1.35280 -0.8 0.2 -1.1 0.073
H 1.49163 0.71379 -0.80071 -0.3 -1.2 0.7 0.175
H -0.52653 -0.08465 1.84891 0.2 1.2 1.1 0.033
C 0.70543 0.03175 -0.39248 0.7 0.7 0.2 -0.357
```
Forces are in eV/Å.

Values from the calculation:
Electronic energy (eV): -7701.4248
ΔE to the lowest compared entry with this formula, charge and spin (eV): 6.4182

=====

# 2
The following is a quantum chemistry calculation of a structure of composition C41H50CrN3O5Si4Te2, from the Open Molecules 2025 dataset.

XYZ file:
```
106
Properties=species:S:1:pos:R:3:forces:R:3:mulliken_spin:R:1
C 10.61521 11.24545 19.27633 -0.3 0.0 -0.1 0.002
H 7.09165 8.60689 15.79435 -0.4 -0.2 0.3 0.000
H 16.83271 9.22829 11.23989 -0.3 0.1 -0.6 0.013
H 10.80499 10.72306 11.57986 0.0 0.0 -0.7 -0.002
C 10.34820 14.00680 16.77737 0.1 0.1 -0.7 0.003
C 12.14080 13.57345 15.24328 0.5 0.0 0.9 0.023
H 6.38116 6.49193 17.22277 0.3 -0.4 -0.1 0.000
Si 14.99453 9.41679 9.47007 -0.6 2.0 0.6 -0.005
H 15.08032 8.61813 7.19428 0.0 0.4 -0.4 0.000
H 14.97045 14.88092 11.58363 0.1 -0.1 -0.7 0.000
H 18.01780 13.82817 10.26810 -0.1 -0.4 0.1 0.000
H 17.48437 9.87708 9.69859 -0.6 -0.4 0.2 0.000
O 15.25716 12.84227 15.74698 -0.8 -0.9 -0.4 -0.169
O 17.74763 14.46383 15.66883 -0.9 1.8 -0.2 -0.121
C 10.85833 10.60518 10.47592 -0.3 -0.2 -0.3 0.003
C 11.41397 13.66481 10.35228 -0.8 0.7 -0.6 0.000
H 15.75276 15.70991 10.18304 -0.3 0.0 0.3 0.000
C 10.43868 8.91085 15.88005 0.0 -0.8 -0.6 -0.018
H 9.39311 11.29626 15.31288 -0.6 -0.6 -0.5 0.003
C 17.52867 10.27999 18.41305 -1.5 -0.3 -0.6 -0.032
H 14.24325 7.12404 9.93570 -0.4 0.3 0.2 0.000
C 16.74289 9.17199 10.13684 0.4 -0.4 -0.2 -0.012
Te 11.89474 9.75479 14.42545 -1.0 -0.2 0.5 -0.113
C 15.02018 9.65558 7.57938 -0.1 -1.4 -0.3 -0.004
C 15.57696 13.47119 7.81682 0.7 0.7 -1.5 -0.004
H 12.25313 9.80720 19.49675 -0.4 0.4 -0.4 0.000
C 16.19941 10.12115 20.37932 -1.0 0.2 -0.2 -0.014
Si 15.69401 13.35675 9.67070 -1.3 -1.2 1.1 -0.003
H 12.87797 8.13144 9.41621 -0.1 0.0 0.1 0.000
H 10.32808 13.80131 10.11687 0.6 0.1 0.1 0.000
Cr 13.91318 11.14215 15.45627 1.4 0.0 1.1 3.355
H 16.11564 9.83884 21.43340 -0.1 0.3 -0.3 -0.002
H 12.68055 13.75960 14.33159 0.1 -0.1 -0.3 0.002
H 12.67371 7.89754 17.28902 -0.2 -0.3 -0.4 0.004
H 19.39390 9.75584 14.40127 0.7 0.0 -0.6 0.011
C 9.08469 9.20306 15.71693 0.3 0.1 -0.1 -0.014
H 17.91555 12.17067 9.61283 -0.5 0.6 0.6 0.000
H 14.03618 15.19656 10.05430 0.8 -0.2 0.4 0.000
H 12.60783 12.25586 7.21132 -0.3 -0.2 0.4 0.000
H 16.36095 14.19095 7.52362 -0.1 0.0 -0.3 0.000
C 16.44012 12.41030 15.86022 -0.4 0.8 -1.2 -0.195
H 19.56010 10.70846 18.01670 0.4 -0.8 0.0 -0.001
C 13.75216 8.11011 10.06930 0.7 -0.3 -0.1 0.005
H 17.48456 12.49854 11.34567 -0.5 0.4 -1.0 0.002
C 11.85222 10.65433 18.92070 1.1 0.6 0.1 -0.013
H 11.96333 14.51076 9.85496 -0.5 -0.8 0.5 0.000
C 17.40576 12.90120 10.29837 1.0 -0.1 -0.1 -0.002
H 12.71142 7.27077 15.63091 -0.3 0.0 0.3 0.000
C 10.71814 7.64407 16.41314 0.1 0.0 -0.1 0.002
H 7.65731 5.24094 17.51570 -0.3 0.1 -0.2 0.000
H 10.85269 12.38862 7.49616 0.2 -0.3 -0.4 0.000
C 15.03458 14.92294 10.47740 -0.1 0.4 -0.3 0.000
C 17.43712 10.06776 19.77248 -0.2 0.0 0.6 0.017
Si 14.18675 11.58904 9.96352 -0.2 -0.5 2.8 -0.051
H 9.11134 12.77692 18.96073 0.4 -0.2 -0.1 0.000
H 14.62736 13.87435 7.37565 0.6 -0.5 0.6 0.000
C 12.14232 7.23437 16.57410 0.6 -0.5 0.6 -0.001
Te 14.06952 11.36123 12.67107 0.5 0.4 -1.5 0.013
H 14.07957 10.47223 20.08429 0.2 0.0 0.1 0.002
H 17.03019 8.14908 9.82507 0.2 0.3 0.2 0.000
H 13.43325 8.22101 11.13069 0.4 0.1 -0.7 -0.001
H 11.23695 9.57330 10.27670 -0.1 0.9 0.1 0.001
N 16.27848 9.83508 15.18137 -0.7 1.2 2.0 0.116
C 15.05867 10.44373 19.62490 1.0 0.1 -0.6 0.013
H 11.60468 10.75705 7.45201 0.2 0.8 0.3 0.000
C 18.81921 9.87145 17.86639 1.2 1.8 -1.0 0.013
C 18.89155 12.29338 15.62591 -4.7 0.1 1.5 0.010
H 10.69483 15.12633 14.96662 -0.1 -0.1 0.1 0.000
H 11.49764 13.76103 11.45407 0.3 -0.3 -0.7 0.001
O 15.05681 9.38635 15.42280 -1.6 0.6 -0.3 0.010
C 10.78611 12.91826 17.54850 0.1 -0.8 0.8 -0.010
C 17.25595 9.22723 14.53959 1.5 1.5 0.3 0.039
H 15.85560 12.52634 7.29310 -0.4 0.5 0.5 0.001
N 12.66299 12.67629 16.05936 -0.9 -0.1 -0.7 -0.035
C 16.46010 10.69049 17.58970 -0.7 -1.4 0.8 0.067
C 8.70774 10.46649 15.00128 0.0 0.6 0.3 0.002
H 8.79632 10.29655 13.91945 0.1 0.3 0.2 -0.004
H 7.01528 5.51500 15.85771 -0.1 -0.1 0.4 0.000
Si 11.87099 11.97185 9.64904 1.8 -0.7 0.8 -0.006
H 15.91888 10.17968 7.23319 -0.2 0.0 0.1 0.000
C 7.28158 5.99460 16.81254 -0.2 0.3 -0.1 0.000
C 12.02220 12.31921 17.20185 -0.2 0.4 -0.6 0.040
H 14.10741 10.13219 7.16398 0.6 -0.3 0.4 0.001
C 16.74199 10.95480 16.09581 1.3 0.2 -1.1 0.037
H 9.47348 14.58484 17.07505 0.1 -0.3 0.0 0.000
C 18.41257 10.04946 14.66109 -1.0 -2.4 -0.5 0.060
H 7.66891 10.74766 15.21237 0.1 0.0 0.0 0.000
O 20.08537 12.42307 15.69194 1.5 0.8 -0.5 0.057
C 15.12954 10.73739 18.21715 -0.1 -0.5 0.8 0.004
C 8.34855 7.01556 16.55622 1.2 0.5 -0.1 -0.004
C 12.66305 11.26222 17.94812 -0.1 -0.3 1.0 -0.062
H 12.14888 6.20455 16.96930 0.3 0.3 -0.1 0.000
C 10.06732 12.34092 18.64482 0.4 0.1 0.1 0.001
C 9.71036 6.72411 16.71814 -0.1 0.0 0.3 0.003
C 17.61677 13.26227 15.71768 3.0 -1.6 0.6 -0.076
H 9.84774 10.67581 10.00974 0.3 -0.2 0.5 0.000
H 17.13111 8.26917 14.06185 -0.3 0.1 -0.1 -0.002
C 18.10168 11.11624 15.44686 1.5 -1.0 0.7 0.127
H 18.32071 9.82555 20.35557 0.0 -0.1 -0.1 0.001
O 19.06833 8.86996 17.25202 0.0 -0.4 0.5 0.002
C 11.01024 14.30631 15.60520 -0.4 0.4 0.4 -0.004
N 13.94574 10.98938 17.53457 0.5 0.0 -1.6 -0.089
C 11.76268 11.81725 7.77235 -1.1 0.2 -0.6 -0.003
H 10.07736 10.79697 20.10628 -0.1 0.0 -0.1 0.000
C 8.09026 8.28393 16.06603 -0.3 0.5 -0.4 0.003
H 10.01345 5.73882 17.08120 -0.1 0.2 0.0 0.000
```
Forces are in eV/Å.

Values from the calculation:
Electronic energy (eV): -132554.5540
Charge: -2
ΔE to the lowest compared entry with this formula, charge and spin (eV): 6.6224
Spin multiplicity: 4

=====

# 3
The following is a quantum chemistry calculation of the molecule C4H12N4, from the Open Molecules 2025 dataset.

XYZ file:
```
20
Properties=species:S:1:pos:R:3:forces:R:3:lowdin_charge:R:1
N -1.55015 2.46659 1.14151 -0.8 -0.4 -0.4 0.037
H 0.84056 0.24161 0.97078 0.9 0.7 0.4 0.063
H 0.19299 -2.58276 -1.39508 -0.1 2.9 0.5 0.157
C -1.08194 -0.74879 -0.64569 1.7 0.3 -1.8 -0.251
C 1.39132 -0.59249 -1.36241 0.1 -0.7 -2.7 -0.347
N -0.10257 0.51741 1.16847 1.0 0.9 -0.1 -0.047
H 3.19043 -1.07643 -0.35202 -0.1 -0.3 -0.3 0.060
H 0.60820 2.52705 1.11483 -2.4 -1.2 0.5 0.146
H 1.69210 -2.06202 -0.05441 2.6 3.0 -0.2 0.138
H -0.22828 -1.24234 -2.50641 -0.1 -0.1 0.5 0.101
H 1.09804 0.50906 -1.32710 0.8 -1.2 -0.2 0.118
H -1.96752 -1.29768 -0.89571 -0.7 -0.2 0.5 0.113
H 1.87510 -0.90439 -2.38779 -0.5 1.3 1.6 0.129
N -0.81345 -0.57440 0.72963 -0.9 -0.6 0.5 -0.074
C 0.06528 -1.36694 -1.43943 0.0 -2.2 -1.5 -0.241
C -0.41136 1.90772 1.16275 0.9 -0.8 -1.0 -0.318
N 2.18704 -1.06252 -0.26530 -2.5 -2.8 1.8 -0.045
H -2.42301 1.85785 1.01025 2.0 0.6 0.5 0.065
H -1.10735 0.20307 -1.15136 -0.8 0.9 -0.1 0.104
H -1.59710 -0.79955 1.26259 -1.2 -0.1 1.4 0.093
```
Forces are in eV/Å.

Values from the calculation:
Electronic energy (eV): -10300.0134
SMILES string: [H]/N=C\NNCCCN
ΔE to the lowest compared entry with this formula, charge and spin (eV): 3.2582

=====

| no. | F_max (hartree/bohr) |
| --- | --- |
| 1 | 0.07798 |
| 2 | 0.09518 |
| 3 | 0.08104 |